No. 1
{"formula": "C32H77ClN4O2P", "method": "ωB97M-V/def2-TZVPD", "e_tot_ev": -66299.2245, "homo_lumo_gap_ev": 5.572, "lumo_ha": 0.0919, "total_charge": -1, "symbols": ["Cl", "P", "O", "O", "N", "N", "N", "N", "C", "C", "C", "C", "C", "C", "C", "C", "C", "C", "C", "C", "C", "C", "C", "C", "C", "C", "C", "C", "C", "C", "C", "C", "C", "C", "C", "C", "C", "C", "C", "C", "H", "H", "H", "H", "H", "H", "H", "H", "H", "H", "H", "H", "H", "H", "H", "H", "H", "H", "H", "H", "H", "H", "H", "H", "H", "H", "H", "H", "H", "H", "H", "H", "H", "H", "H", "H", "H", "H", "H", "H", "H", "H", "H", "H", "H", "H", "H", "H", "H", "H", "H", "H", "H", "H", "H", "H", "H", "H", "H", "H", "H", "H", "H", "H", "H", "H", "H", "H", "H", "H", "H", "H", "H", "H", "H", "H", "H"], "coordinates": [[2.06717, 2.05333, 1.93598], [1.90154, -0.50464, -0.65443], [-2.01468, 2.43320, 1.45933], [0.78726, -0.86445, 0.62404], [-3.00000, -1.75850, 4.63708], [1.66830, -0.90510, -5.26783], [-1.31549, -6.03333, 4.20281], [0.90609, 5.67285, -3.66818], [-0.20317, 5.53111, -2.73985], [-3.72318, -1.73826, 3.37156], [-3.99345, -0.37460, 2.73200], [0.87745, -2.10663, -5.42014], [4.01422, 2.32679, -0.11427], [1.71811, -0.01234, -6.40723], [-2.18829, -5.38076, 3.23530], [-1.65293, -7.40685, 4.52115], [-3.62191, -1.03109, 5.72772], [1.43370, -3.23115, -6.30680], [-0.47464, 2.42825, -0.41292], [-5.04340, -1.49318, 6.00964], [2.67440, -0.36942, -7.55625], [-1.56330, -1.52915, 4.54024], [2.92576, -1.11505, -4.56702], [2.60056, 5.81119, -1.87559], [-1.73869, -8.29466, 3.28930], [2.47757, 2.18849, 0.03717], [2.06151, 6.39485, -3.16985], [0.41527, 1.59525, -1.35232], [-3.68956, -5.36088, 3.54683], [1.85095, 1.23207, -0.86255], [-0.94459, -5.23723, 5.36036], [4.85587, 2.71671, 1.09682], [-0.85327, 6.81439, -2.20420], [-1.06905, -0.11942, 4.19856], [3.43811, -0.90608, 0.33067], [0.08401, 7.42131, -5.34666], [-1.21521, 1.58247, 0.60571], [0.56084, 5.99484, -5.03593], [-2.02243, -4.92365, 6.40469], [3.57093, 0.17909, -4.10416], [-1.50997, 7.28950, -2.93316], [3.90471, 0.80616, -4.93469], [-2.59113, -7.50482, 5.09370], [0.74241, 8.16933, -4.90189], [-0.13285, 0.66419, -1.56236], [-1.55899, 0.63895, 4.81283], [2.82469, 0.50240, -8.19717], [0.85862, -4.14557, -6.14467], [-0.11680, -5.76000, 5.85073], [-2.57280, -8.01943, 2.64313], [0.00427, -0.05207, 4.38145], [-1.82260, -4.36013, 3.11618], [-3.62705, 0.06016, 5.57598], [-0.10263, 7.54663, -1.89960], [-5.07093, -2.57207, 6.17583], [-3.10601, 0.04818, 2.26673], [2.69238, -1.71102, -3.68098], [0.08155, 3.18163, 0.14892], [-1.88667, -9.33280, 3.59110], [4.53006, 3.67766, 1.50935], [4.44680, -0.04858, -3.49372], [-2.58314, -5.81591, 6.69128], [4.40374, 1.42071, -0.57599], [0.69872, 0.07318, -6.79526], [-5.72073, -1.25616, 5.18879], [0.13207, 4.93879, -1.88768], [-5.42420, -0.99540, 6.90283], [-0.85926, -7.78057, 5.17506], [4.78762, 1.97682, 1.89703], [1.37370, -2.98827, -7.36833], [4.22902, -0.16293, 0.26756], [1.90795, 5.93968, -1.04303], [-0.49476, 1.03549, 1.21262], [1.44626, 5.78812, -5.64631], [2.29376, -1.17759, -8.18108], [2.83301, 6.31674, -3.94246], [0.08311, 7.58204, -6.42717], [2.47530, -3.44938, -6.06645], [3.83483, -1.86111, -0.03411], [-1.55007, -4.52690, 7.30641], [3.16845, -1.02144, 1.38439], [-1.22740, 0.12750, 3.15048], [-4.74864, -0.47360, 1.94953], [-4.04326, -6.34341, 3.86581], [-0.10753, -1.81164, -5.79602], [-2.04396, -5.86021, 2.26394], [-2.72186, -4.17006, 6.04170], [-1.16920, -2.22553, 3.79591], [2.87676, 0.74276, -3.47826], [5.90738, 2.82159, 0.80549], [-0.53513, -4.29589, 4.99069], [-4.25071, -5.08973, 2.64990], [3.65193, -0.67003, -7.17555], [3.53422, 6.30688, -1.60370], [-1.90245, 0.88036, 0.12103], [-0.96055, 4.91576, -3.23259], [-3.15094, -2.35599, 2.67448], [-3.93885, -4.63496, 4.31950], [0.45205, 2.11483, -2.32624], [1.87673, 7.47457, -3.02939], [-4.67067, -2.26500, 3.51366], [2.05750, 3.17708, -0.16241], [4.14116, 3.10632, -0.87324], [-0.20451, 5.28306, -5.35852], [-3.00607, -1.21175, 6.61452], [-1.22599, 2.98119, -0.99670], [-4.36556, 0.35563, 3.45309], [3.65154, -1.69753, -5.16309], [0.71452, -2.50446, -4.41440], [-0.92760, 7.60358, -4.98554], [-1.45386, 6.57434, -1.32497], [-1.13243, -1.83005, 5.50211], [0.97468, -1.75445, 0.94203], [2.79105, 4.74600, -1.99570], [-1.58830, 2.43589, 2.32082], [1.98042, 0.98259, -6.04096], [-0.81932, -8.22965, 2.70596]]}

---

No. 2
{"formula": "C32H78F9N5O6PS", "method": "ωB97M-V/def2-TZVPD", "e_tot_ev": -98747.0426, "relative_energy_kcal_mol": 57.1, "homo_lumo_gap_ev": 6.753, "lumo_ha": -0.2448, "total_charge": 3, "symbols": ["S", "P", "F", "F", "F", "F", "F", "F", "F", "F", "F", "O", "O", "O", "O", "O", "O", "N", "N", "N", "N", "N", "C", "C", "C", "C", "C", "C", "C", "C", "C", "C", "C", "C", "C", "C", "C", "C", "C", "C", "C", "C", "C", "C", "C", "C", "C", "C", "C", "C", "C", "C", "C", "C", "H", "H", "H", "H", "H", "H", "H", "H", "H", "H", "H", "H", "H", "H", "H", "H", "H", "H", "H", "H", "H", "H", "H", "H", "H", "H", "H", "H", "H", "H", "H", "H", "H", "H", "H", "H", "H", "H", "H", "H", "H", "H", "H", "H", "H", "H", "H", "H", "H", "H", "H", "H", "H", "H", "H", "H", "H", "H", "H", "H", "H", "H", "H", "H", "H", "H", "H", "H", "H", "H", "H", "H", "H", "H", "H", "H", "H", "H"], "coordinates": [[-4.99596, -3.45996, 1.79908], [-0.33727, 0.67030, 0.82569], [-0.95436, 1.25188, 2.19251], [-0.83829, 1.98092, -0.02619], [0.38336, 0.14136, -0.54906], [-2.61765, -4.34612, 2.66000], [0.99419, 1.55793, 1.24339], [-2.44815, -2.57150, 1.45137], [-1.66216, -0.14955, 0.49579], [-2.87970, -4.47545, 0.50638], [0.30373, -0.61666, 1.57897], [2.18028, -1.34755, 6.56136], [-1.11712, 4.02211, -4.75709], [-5.10733, -2.25916, 2.60545], [-0.20385, -1.35209, -4.83935], [-5.44180, -4.69321, 2.40946], [-5.44556, -3.27709, 0.42044], [5.34233, -2.45386, -1.31495], [-5.18000, 1.42774, 1.47130], [0.96774, 4.04901, -2.63690], [-2.15712, -2.52389, -2.82144], [2.97759, -0.05736, 4.04927], [-0.37322, -0.80791, -3.54116], [-4.36265, 0.93178, 2.65255], [-4.30611, 2.54479, 0.89712], [5.27459, -3.79445, -1.97127], [-1.77250, -1.07714, -3.02347], [3.94490, 0.43390, 5.08363], [-5.53006, 0.43308, 0.37749], [2.23013, 4.23739, -3.43750], [6.75548, -1.99787, -1.02364], [3.12383, -1.49394, -1.65669], [-3.13102, -3.72908, 1.58815], [-3.37229, -2.56718, -1.92320], [1.66266, 0.67076, 4.15002], [-2.49261, -3.17224, -4.14039], [3.58487, 0.29082, 2.69549], [-6.49787, 2.02243, 1.93455], [0.02270, 5.17831, -3.00572], [2.81515, -1.53409, 4.20483], [7.62963, -1.87802, -2.26101], [8.88156, -0.99405, -2.07706], [-8.70556, 1.68900, 3.13535], [1.32246, 4.18527, -1.19285], [3.10426, -2.35423, -0.38274], [4.58652, -1.41635, -2.15021], [-0.42882, 5.21206, -4.46937], [-3.80162, 3.21630, 2.15976], [-7.28831, 1.13880, 2.89730], [-1.01316, -3.23209, -2.16587], [0.45374, 2.63820, -2.89538], [4.56258, -2.50031, -0.00290], [1.88350, -1.98221, 5.31492], [-3.84826, 2.23539, 3.28805], [-3.47464, 0.46404, 2.22464], [2.96435, 3.50909, -3.09583], [-2.55002, -4.23345, -3.89695], [-6.30263, 2.95412, 2.46597], [-3.46555, -2.82522, -4.47135], [2.83615, 0.22301, 1.91490], [7.10912, -2.68815, -0.25896], [-0.18393, 0.26361, -3.64459], [-6.06166, -0.38902, 0.85337], [-2.74222, 3.35036, 1.91638], [-7.45183, 0.13105, 2.50761], [8.69220, 0.05485, -1.86198], [6.70412, -0.97392, -0.65107], [9.59200, -1.38158, -1.34702], [-4.52591, 2.54074, 4.08742], [2.01551, -3.05914, 5.44109], [-1.98884, -0.50213, -2.11989], [-1.99046, 4.17452, -5.13108], [-9.29754, 0.93395, 3.64679], [2.01100, 4.03416, -4.48029], [-9.18565, 1.79796, 2.15958], [-4.21732, 4.19170, 2.39831], [4.84508, -0.17619, 5.02414], [-4.76530, 3.13131, 0.10189], [0.34714, 5.43670, -5.20987], [1.37613, -1.24458, 7.07879], [-7.05141, 2.26476, 1.03066], [1.57626, 5.23449, -1.05004], [0.35673, -1.10041, -2.78219], [9.38458, -1.09395, -3.03922], [0.82762, -1.79126, 5.12474], [-1.68922, -3.02954, -4.85275], [-4.89927, 0.23345, 3.28319], [2.25308, -1.82301, 3.30711], [-2.96553, -2.20555, -0.97857], [5.78439, -3.80191, -2.93261], [-1.03162, 6.12138, -4.57982], [-2.55628, -0.66720, -3.66758], [2.17470, 3.57679, -0.89926], [-8.67088, 2.62549, 3.68740], [7.05928, -1.37467, -3.04818], [4.75715, -1.66890, -3.18972], [-6.82410, 1.02418, 3.87764], [2.52004, -1.95594, -2.43505], [-0.84940, 4.96906, -2.38649], [0.87178, 0.04740, 3.73993], [1.21279, 2.02628, -2.41659], [-1.30624, -4.24160, -1.89070], [4.91866, -1.60826, 0.51906], [4.22259, 1.47899, 4.96713], [0.50023, 2.55120, -3.97596], [-0.55975, 2.49333, -2.54504], [-0.21972, -3.30942, -2.90809], [0.72455, -1.55289, -4.99476], [3.51308, 0.29307, 6.07151], [0.49097, 3.90708, -0.54842], [-2.85969, 2.15144, 3.73011], [2.81683, -0.47096, -1.45383], [3.75397, -2.07585, 4.11820], [7.92999, -2.83298, -2.69227], [0.51970, 6.10365, -2.72382], [4.94640, -3.33083, 0.58546], [2.64780, -3.31808, -0.63057], [-0.68012, -2.63899, -1.31782], [-6.08372, 0.97633, -0.37811], [1.73597, 1.54033, 3.51114], [5.75716, -4.48587, -1.28599], [-4.57679, 0.02981, 0.03852], [4.94950, -0.43924, -1.84542], [-3.52272, 2.00421, 0.35941], [1.42456, 0.79176, 5.20245], [4.22250, -3.96777, -2.18413], [-4.07868, -1.86346, -2.35119], [-3.74237, -3.57073, -1.73627], [4.01864, 1.27446, 2.82940], [2.61621, 5.23240, -3.23732], [4.35950, -0.47122, 2.60213], [2.35358, -2.02353, 0.33636]]}